a | DFT (the ωB97M-V functional and the def2-TZVPD basis) results for 4 unconnected molecules or ions with the total composition C3H12N2O3.

Calculated values
Multiplicity: 1
Frontier orbital gap in eV: 8.601

The geometry in XYZ format:
```
20
C3H12N2O3 (the ωB97M-V functional and the def2-TZVPD basis)
C 0.0739 1.5521 0.6514
C -0.9046 0.4185 0.3853
N -1.6070 0.7037 -0.8710
O -0.4713 2.8111 0.3881
O 1.2179 1.3185 -0.2011
H -1.1048 2.6610 -0.3381
H 1.7159 2.1421 -0.2631
H 0.4057 1.5583 1.6921
H -1.0563 0.4563 -1.6874
H -2.4919 0.2184 -0.9315
H -1.6396 0.3863 1.1879
H -0.4438 -0.9664 -0.2501
C 0.8092 -2.4533 0.1901
N 0.1910 -1.7658 -0.7688
O 1.1079 -1.0492 -1.6040
H 1.3227 -0.2209 -1.1214
H 0.1029 -0.6775 1.2555
H 0.6823 -1.3260 1.4224
H 0.2076 -3.1772 0.7260
H 1.8821 -2.5899 0.1379
```

Results of the Löwdin charge analysis, in e, for atoms 1 through 2: number 1, C, carries -0.46; number 2, C, carries -0.26

b | DFT (the ωB97M-V functional and the def2-TZVPD basis) results for 3 unconnected molecules or ions with the total composition C3H12N2O3.

Calculated values
SMILES: NCCNC=O.O.O
Multiplicity: 1
Frontier orbital gap in eV: 10.028

The geometry in XYZ format:
```
20
C3H12N2O3 (the ωB97M-V functional and the def2-TZVPD basis)
N 1.9312 1.4728 -1.7503
C 1.0469 0.7077 -0.8791
C -0.3912 0.9596 -1.0884
N -1.3745 0.6885 0.0653
C -1.1599 1.2936 1.2989
O -1.5717 0.5784 2.1864
H 2.1045 2.2781 -1.3163
H 2.7623 0.8662 -1.9923
H 1.4414 0.7987 0.1683
H 1.1709 -0.3906 -1.1848
H -0.6452 1.9308 -1.3377
H -0.8438 0.4575 -2.0872
H -1.8475 -0.2467 0.0856
H -0.7645 2.3049 1.3481
O 0.3777 -2.6203 -1.0977
H 1.3139 -2.8842 -0.9211
H 0.5686 -1.9067 -1.8205
O 0.4477 -2.0127 1.6379
H -0.3187 -2.3063 2.1001
H 0.1555 -1.3592 0.9513
```

Results of the Löwdin charge analysis, in e, for atoms 1 through 2: number 1, N, carries 0.01; number 2, C, carries -0.31

c | DFT (the ωB97M-V functional and the def2-TZVPD basis) results for 3 unconnected molecules or ions with the total composition C3H12N2O3.

Calculated values
SMILES: CC(=O)NCN.O.O
Multiplicity: 1
Frontier orbital gap in eV: 9.767

The geometry in XYZ format:
```
20
C3H12N2O3 (the ωB97M-V functional and the def2-TZVPD basis)
C 0.3888 -2.0855 1.5736
C -0.5680 -0.9597 1.3060
O -1.3603 -0.2820 1.9437
N -0.1395 -0.3892 0.0513
C -0.7711 0.8351 -0.5585
N -0.7300 0.8560 -2.0160
H 0.7044 -2.9261 0.7552
H 1.3571 -1.6947 1.7321
H -0.0065 -2.8125 2.3695
H 0.5601 -0.9287 -0.5093
H -1.9522 0.6885 -0.2304
H -0.2955 1.6929 -0.1406
H -0.3419 1.7517 -2.2084
H -1.7724 0.7084 -2.3249
O 2.5206 -2.8004 -3.8035
H 3.2238 -2.6912 -3.1266
H 3.0685 -3.2591 -4.3851
O -0.1282 4.4439 2.2020
H -0.8199 4.9439 2.5488
H -0.1936 3.6283 2.6084
```

Results of the Löwdin charge analysis, in e, for atoms 1 through 2: number 1, C, carries -0.05; number 2, C, carries -0.51

Energy comparison, zero being the most stable, in kJ/mol: a 397.5; b 10.1; c 0.0.

a | DFT (the ωB97M-V functional and the def2-TZVPD basis) results for C3H6N2OSi in the gas phase.

Calculated values
SMILES: [SiH3]On1cccn1
Multiplicity: 1
Frontier orbital gap in eV: 10.109

The geometry in XYZ format:
```
13
C3H6N2OSi (the ωB97M-V functional and the def2-TZVPD basis)
Si -1.4285 1.7389 0.6216
O -0.5832 1.2536 -0.7397
N 0.0561 0.0610 -0.5709
C 0.9009 -0.5489 -1.3597
C 1.3279 -1.6610 -0.6730
C 0.7596 -1.5174 0.6424
N -0.0609 -0.5224 0.6865
H -0.6350 1.8292 1.7700
H -1.4824 3.1237 0.0749
H -2.6429 1.1708 1.3444
H 0.9444 -0.3626 -2.4439
H 1.9660 -2.5226 -1.0523
H 0.8782 -2.0421 1.6996
```

Results of the Löwdin charge analysis, in e, for atoms 1 through 2: number 1, Si, carries 0.59; number 2, O, carries -0.24

b | DFT (the ωB97M-V functional and the def2-TZVPD basis) results for C3H6N2OSi in the gas phase.

Calculated values
SMILES: [O-][n+]1cccn1[SiH3]
Multiplicity: 1
Frontier orbital gap in eV: 8.434

The geometry in XYZ format:
```
13
C3H6N2OSi (the ωB97M-V functional and the def2-TZVPD basis)
O 2.1024 0.4862 -1.5416
N 1.3176 0.4317 -0.5321
C 1.6821 0.8630 0.6672
C 0.6672 0.6544 1.6757
C -0.2835 0.0969 0.9378
N -0.0457 -0.0855 -0.3968
Si -1.5200 -0.9623 -1.2134
H 2.5895 1.5366 0.7160
H 0.7387 0.8324 2.7754
H -1.2135 -0.3070 1.2576
H -2.7117 0.0772 -1.4934
H -1.2877 -1.5266 -2.4880
H -2.0355 -2.0972 -0.3644
```

Results of the Löwdin charge analysis, in e, for atoms 1 through 2: number 1, O, carries -0.11; number 2, N, carries -0.27

Energy comparison, zero being the most stable, in kJ/mol: a 0.0; b 111.5.

a | DFT (the ωB97M-V functional and the def2-TZVPD basis) results for 2 unconnected molecules or ions with the total composition CH4N2O2S.

Calculated values
Multiplicity: 1
Frontier orbital gap (alpha / beta) in eV: 8.107 / 9.041

The geometry in XYZ format:
```
10
CH4N2O2S (the ωB97M-V functional and the def2-TZVPD basis)
C -0.5400 -1.1580 0.5039
N -0.2519 -1.7299 1.5564
N 1.0045 0.8507 -1.7937
O -0.0606 1.2987 1.6228
O -1.9435 1.3220 0.0342
S -0.6588 0.7693 0.4362
H -0.3849 -1.5275 -0.5224
H 0.1355 -2.6693 1.4996
H 0.7478 1.8239 -1.8579
H 1.9519 1.0203 -1.4792
```

Results of the Löwdin charge analysis, in e, for atoms 1 through 2: number 1, C, carries -0.29; number 2, N, carries 0.09

b | DFT (the ωB97M-V functional and the def2-TZVPD basis) results for CH4N2O2S in the gas phase.

Calculated values
SMILES: NC(N)=S(=O)=O
Multiplicity: 1
Frontier orbital gap in eV: 9.520

The geometry in XYZ format:
```
10
CH4N2O2S (the ωB97M-V functional and the def2-TZVPD basis)
N -1.0389 -1.1249 0.4626
C -0.1842 -0.0661 0.4780
N -0.6512 1.0601 -0.1014
S 1.8905 -0.0883 0.4007
O 2.1109 1.2982 0.2008
O 1.6463 -0.7448 -0.8905
H -1.9016 -1.1752 -0.0651
H -0.5056 -2.0014 0.4536
H -1.4175 1.1576 -0.7310
H 0.0512 1.6848 -0.2077
```

Results of the Löwdin charge analysis, in e, for atoms 1 through 2: number 1, N, carries 0.09; number 2, C, carries -0.34

c | DFT (the ωB97M-V functional and the def2-TZVPD basis) results for 2 unconnected molecules or ions with the total composition CH4N2O2S.

Calculated values
SMILES: O=[NH+][O-].[H]/N=C\S
Multiplicity: 1
Frontier orbital gap in eV: 10.200

The geometry in XYZ format:
```
10
CH4N2O2S (the ωB97M-V functional and the def2-TZVPD basis)
O 1.2990 -1.6204 -2.0440
N 0.9850 -0.8548 -1.2205
O 1.3087 -0.8515 -0.0518
H 0.4821 0.0331 -1.4631
H -1.7945 0.9370 -0.6582
N -0.8096 1.2460 -0.5148
C -0.3672 0.8082 0.5930
S -1.3022 -0.3169 1.6993
H 0.3923 1.4096 1.1582
H -0.1936 -0.7903 2.5020
```

Results of the Löwdin charge analysis, in e, for atoms 1 through 2: number 1, O, carries 0.11; number 2, N, carries -0.30

d | DFT (the ωB97M-V functional and the def2-TZVPD basis) results for 2 unconnected molecules or ions with the total composition CH4N2O2S.

Calculated values
Multiplicity: 1
Frontier orbital gap (alpha / beta) in eV: 8.382 / 8.380

The geometry in XYZ format:
```
10
CH4N2O2S (the ωB97M-V functional and the def2-TZVPD basis)
C 0.1479 0.0533 0.3838
N -0.4248 1.1285 0.8575
N -0.1194 -0.1784 -1.0589
O -0.4951 0.8068 -1.6076
O -0.0547 -1.2758 -1.5245
S 0.2406 -1.5183 1.2635
H 1.8446 0.3107 -0.3031
H -0.8452 1.6864 0.1396
H -0.9017 1.0242 1.6508
H 0.6077 -2.0373 0.1988
```

Results of the Löwdin charge analysis, in e, for atoms 1 through 2: number 1, C, carries -0.70; number 2, N, carries 0.11

Energy comparison, zero being the most stable, in kJ/mol: a 322.5; b 0.0; c 266.9; d 477.6.

a | DFT (the ωB97M-V functional and the def2-TZVPD basis) results for C5H7Cl in the gas phase.

Calculated values
SMILES: C=C/C=C\CCl
Multiplicity: 1
Frontier orbital gap in eV: 9.273

The geometry in XYZ format:
```
13
C5H7Cl (the ωB97M-V functional and the def2-TZVPD basis)
C -2.3586 -0.6529 -0.4051
C -1.0877 -0.4483 0.1018
C -0.2938 0.6211 -0.3605
C 0.9672 0.9181 -0.0295
C 1.7914 0.0074 0.5807
Cl 2.9593 -0.5565 -0.4985
H -3.0000 0.0115 -1.0147
H -2.7438 -1.4080 0.0222
H -0.6737 -1.2234 0.7814
H -0.6096 1.5035 -0.9563
H 1.5125 1.6656 -0.5103
H 2.3788 0.4295 1.3716
H 1.1580 -0.8676 0.9171
```

Results of the Löwdin charge analysis, in e, for atoms 1 through 2: number 1, C, carries 0.06; number 2, C, carries -0.15

b | DFT (the ωB97M-V functional and the def2-TZVPD basis) results for C5H7Cl in the gas phase.

Calculated values
Multiplicity: 1
Frontier orbital gap (alpha / beta) in eV: 8.442 / 8.383

The geometry in XYZ format:
```
13
C5H7Cl (the ωB97M-V functional and the def2-TZVPD basis)
C 0.7559 -1.2611 -0.2278
C 0.0152 -2.2389 0.1743
C 0.1247 0.8798 0.4850
C 1.0746 0.1642 -0.3758
C -1.1129 1.4521 -0.1034
Cl 2.8533 0.4156 0.0518
H 0.3436 -3.2476 -0.0339
H -0.9312 -2.1887 0.6972
H 0.1682 0.7195 1.5511
H 0.9890 0.4709 -1.4225
H -1.4249 0.8865 -0.9798
H -0.9239 2.4798 -0.4272
H -1.9317 1.4679 0.6111
```

Results of the Löwdin charge analysis, in e, for atoms 1 through 2: number 1, C, carries -0.07; number 2, C, carries -0.02

c | DFT (the ωB97M-V functional and the def2-TZVPD basis) results for C5H7Cl in the gas phase.

Calculated values
SMILES: ClC1=CCCC1
Multiplicity: 1
Frontier orbital gap in eV: 10.407

The geometry in XYZ format:
```
13
C5H7Cl (the ωB97M-V functional and the def2-TZVPD basis)
Cl 3.0687 -0.1338 -0.0060
C 1.2710 -0.2261 0.0668
C 0.4807 -1.2643 -0.1689
C -1.0250 -0.8598 0.1164
C -0.9247 0.6246 -0.0995
C 0.5524 1.0889 0.0484
H 0.7927 -2.2649 -0.0719
H -1.8084 -1.3257 -0.5580
H -1.3734 -1.1566 1.0593
H -1.1583 0.9857 -1.0859
H -1.5106 1.2283 0.4760
H 0.7119 1.6068 1.0028
H 0.9232 1.6971 -0.7793
```

Results of the Löwdin charge analysis, in e, for atoms 1 through 2: number 1, Cl, carries 0.58; number 2, C, carries -0.65

d | DFT (the ωB97M-V functional and the def2-TZVPD basis) results for 2 unconnected molecules or ions with the total composition C5H7Cl.

Calculated values
Multiplicity: 1
Frontier orbital gap in eV: 10.087

The geometry in XYZ format:
```
13
C5H7Cl (the ωB97M-V functional and the def2-TZVPD basis)
C 1.4392 0.0737 -0.3614
C 0.4675 1.2415 -0.1575
C 0.4813 0.0028 0.6254
C -0.6921 -0.9853 0.1581
C -1.8941 -0.4183 -0.0002
H 0.9605 -0.7348 -1.1440
H -0.2453 1.3548 -0.9745
H 0.7613 2.0424 0.3126
H 0.7971 0.0502 1.7334
H -0.3411 -2.1519 -0.2281
H -2.5821 -0.9592 -0.9030
H -2.1563 0.8933 0.8777
Cl 3.0042 -0.4091 0.0616
```

Results of the Löwdin charge analysis, in e, for atoms 1 through 2: number 1, C, carries -0.79; number 2, C, carries -0.08

Energy comparison, zero being the most stable, in kJ/mol: a 165.6; b 310.0; c 0.0; d 550.3.

a | DFT (the ωB97M-V functional and the def2-TZVPD basis) results for a molecular structure, C5H7Cl.

Calculated values
Multiplicity: 1
Frontier orbital gap in eV: 8.747

The geometry in XYZ format:
```
13
C5H7Cl (the ωB97M-V functional and the def2-TZVPD basis)
C -0.1937 1.0086 -1.0556
C 0.4206 0.6915 1.0378
C -0.6365 0.0858 0.0938
C 1.1061 0.7272 -0.3669
C -0.7419 -1.3607 0.1585
Cl 2.1829 -0.5015 -0.8419
H -0.4366 0.6062 -2.0268
H -0.4475 2.0025 -0.8867
H 0.2655 1.7507 1.4224
H 0.8257 -0.0073 1.8108
H -1.8675 -1.5727 0.4882
H -0.0187 -1.5786 0.8956
H -0.4584 -1.8517 -0.7291
```

Results of the Löwdin charge analysis, in e, for atoms 1 through 2: number 1, C, carries -0.16; number 2, C, carries -0.15

b | DFT (the ωB97M-V functional and the def2-TZVPD basis) results for C5H7Cl in the gas phase.

Calculated values
SMILES: C/C=C\C=C/Cl
Multiplicity: 1
Frontier orbital gap in eV: 9.542

The geometry in XYZ format:
```
13
C5H7Cl (the ωB97M-V functional and the def2-TZVPD basis)
C 1.9585 0.2670 -0.0610
C 1.0009 -1.0249 -0.0678
C -0.3472 -0.8428 0.0885
C -1.0045 0.5112 0.1303
C -2.2918 0.7112 0.0826
Cl -3.5836 -0.4661 -0.0683
H 2.3896 0.2952 1.0277
H 1.3780 1.2198 -0.3551
H 2.9153 0.1009 -0.7449
H 1.5617 -2.0730 -0.1968
H -0.9736 -1.7798 0.4835
H -0.4597 1.3955 -0.2392
H -2.5436 1.6859 -0.0796
```

Results of the Löwdin charge analysis, in e, for atoms 1 through 2: number 1, C, carries -0.13; number 2, C, carries -0.16

Energy comparison, zero being the most stable, in kJ/mol: a 111.1; b 0.0.

a | DFT (the ωB97M-V functional and the def2-TZVPD basis) results for 6 unconnected molecules or ions with the total composition C9H31O6.

Calculated values
Multiplicity: 1
Net charge: +1
Frontier orbital gap in eV: 11.291

The geometry in XYZ format:
```
46
C9H31O6 (the ωB97M-V functional and the def2-TZVPD basis)
O -0.2997 -0.3592 -0.2540
H -0.3107 -1.1552 0.1450
H -0.7967 0.2568 0.1280
H 0.7283 0.0868 -0.2380
C -2.3597 -3.0312 -0.4050
O -1.8197 -2.3862 0.7380
H -3.4537 -3.3862 -0.3170
H -1.7007 -3.8132 -0.7300
H -2.3877 -2.2192 -1.1150
H -1.8787 -2.8352 1.6410
C 1.4883 -3.1072 0.9630
O 1.7563 -1.6922 1.0960
H 2.1373 -3.8082 1.1990
H 1.1383 -3.2382 -0.0940
H 0.7653 -3.4372 1.8310
H 2.5103 -1.8142 1.7520
C 0.4493 1.7078 3.3760
O 0.1373 1.7618 2.0460
H 1.2293 1.0518 3.5240
H -0.3027 1.7908 4.0030
H 0.9723 2.4328 3.5530
H 0.2443 2.7048 1.8050
C -2.6467 0.8198 -2.1500
C -3.3507 1.3888 -0.8540
C -4.3757 0.4778 -0.2650
O -2.3077 1.4998 0.1590
H -2.1187 -0.1892 -1.9380
H -1.6717 1.3288 -2.6950
H -3.2277 0.8388 -2.9640
H -3.8097 2.4538 -0.9940
H -5.2027 0.3158 -1.0060
H -4.9687 0.7528 0.4480
H -3.8457 -0.4492 0.0270
H -2.4087 2.0988 0.6670
C 4.2153 1.6468 -0.2370
C 3.1233 1.4018 -1.2430
C 3.3833 0.0508 -1.9700
O 1.8573 1.5508 -0.5520
H 4.2913 2.7598 0.0420
H 5.0563 1.4578 -0.7540
H 4.3473 0.9788 0.5450
H 3.3203 2.0318 -2.0730
H 4.3633 -0.0322 -2.4190
H 2.5293 -0.1912 -2.7220
H 3.4513 -0.9092 -1.3260
H 1.7483 2.4078 -0.3710
```

Results of the Löwdin charge analysis, in e, for atoms 1 through 2: number 1, O, carries 0.28; number 2, H, carries 0.03

b | DFT (the ωB97M-V functional and the def2-TZVPD basis) results for 6 unconnected molecules or ions with the total composition C9H31O6.

Calculated values
Multiplicity: 1
Net charge: +1
Frontier orbital gap in eV: 10.837

The geometry in XYZ format:
```
46
C9H31O6 (the ωB97M-V functional and the def2-TZVPD basis)
O -8.3352 28.4349 1.4788
H -8.1186 27.8467 0.6839
H -8.3755 29.4081 1.2102
H -9.1467 28.0961 1.9312
C -6.8148 25.1275 2.2791
C -6.9974 25.8914 3.5682
C -5.9241 26.9591 3.7803
O -8.2855 26.5056 3.4815
H -5.9714 24.4391 2.2749
H -6.6709 25.8381 1.4573
H -7.7035 24.5462 2.0253
H -6.9179 25.2136 4.4251
H -5.7435 27.5754 2.8959
H -4.9809 26.5365 4.1272
H -6.2551 27.6614 4.5528
H -8.4694 26.9818 4.2992
C -9.2989 31.7440 3.0918
C -9.8217 31.8233 1.6675
C -9.8026 33.2279 1.1152
O -8.9898 30.9570 0.8642
H -8.2178 31.8911 3.1250
H -9.5083 30.7481 3.4854
H -9.7374 32.5144 3.7218
H -10.8522 31.4555 1.6636
H -10.1433 33.3628 0.0863
H -8.8101 33.6953 1.1207
H -10.3792 33.8820 1.7743
H -9.0293 31.2462 -0.0535
C -4.9475 28.5404 -0.0830
O -5.9800 29.4449 0.3333
H -4.3413 28.2550 0.7804
H -5.3901 27.6296 -0.4849
H -4.3357 28.9565 -0.8845
H -5.5473 30.3044 0.3756
C -8.9385 27.5850 -1.6974
O -7.9407 27.1192 -0.7644
H -9.5744 26.7506 -1.9996
H -9.5320 28.3594 -1.2207
H -8.4718 27.9726 -2.6040
H -7.4752 26.4063 -1.2129
C -11.4526 26.9866 1.6821
O -11.0619 28.3572 1.8619
H -12.2791 26.7809 2.3590
H -11.7649 26.8194 0.6485
H -10.6174 26.3165 1.8718
H -11.7740 28.9573 1.6383
```

Results of the Löwdin charge analysis, in e, for atoms 1 through 2: number 1, O, carries 0.17; number 2, H, carries 0.09

Energy comparison, zero being the most stable, in kJ/mol: a 722.7; b 0.0.